{
  "formula": "C10H20Ag3BBr10F4",
  "method": "the ωB97M-V functional and the def2-TZVPD basis",
  "elements": ["Ag", "Ag", "Ag", "B", "F", "F", "F", "F", "Br", "C", "C", "Br", "H", "H", "H", "H", "Br", "C", "C", "Br", "H", "H", "H", "H", "Br", "C", "C", "Br", "H", "H", "H", "H", "Br", "C", "C", "Br", "H", "H", "H", "H", "Br", "C", "C", "Br", "H", "H", "H", "H"],
  "coordinates": [[3.254709, -0.966331, -1.688693], [2.881088, 2.794101, -2.024102], [1.208410, 0.941164, -4.115804], [0.735183, 0.677777, -1.268777], [1.923119, 0.758473, -0.556817], [0.753813, -0.435733, -2.105564], [-0.363288, 0.483721, -0.414310], [0.575677, 1.879898, -1.915128], [-0.781926, 0.539999, 4.082446], [-1.624948, -0.304874, 2.472143], [-2.959037, -1.042865, 2.832710], [-2.612383, -2.685299, 3.960932], [-0.868096, -1.058731, 2.255419], [-1.656110, 0.458747, 1.694962], [-3.481426, -1.454349, 1.969056], [-3.596252, -0.385633, 3.424399], [-4.174773, -0.632699, -0.754620], [-3.020490, -0.715716, -2.416620], [-2.921425, 0.513891, -3.167188], [-1.769051, 0.139672, -4.730890], [-3.494862, -1.520724, -2.977889], [-2.052458, -1.054089, -2.047144], [-2.485236, 1.331933, -2.593920], [-3.883405, 0.806035, -3.588311], [7.395268, -1.782610, 1.921907], [6.330849, -0.370358, 2.875785], [4.857092, -0.552249, 2.554686], [4.519278, 0.163072, 0.744251], [6.750050, 0.610281, 2.650559], [6.624624, -0.477451, 3.919977], [4.122625, -0.025611, 3.164047], [4.635224, -1.618794, 2.591426], [1.759838, -3.345646, -0.939117], [0.463527, -2.732173, 0.400766], [-0.476218, -3.899218, 0.755837], [0.514309, -5.334285, 1.760117], [-0.141378, -1.961891, -0.077603], [0.877523, -2.293188, 1.308503], [-0.905120, -4.367673, -0.129984], [-1.272269, -3.530839, 1.402925], [-4.069798, 3.280096, -0.917554], [-2.116477, 3.680006, -0.684587], [-1.639821, 4.518380, -1.837180], [-1.192264, 3.599534, -3.605943], [-1.594948, 2.722955, -0.671809], [-1.885409, 4.216239, 0.235828], [-0.775718, 5.151601, -1.636032], [-2.367622, 5.281453, -2.113098]],
  "forces_ev_per_angstrom": [[0.1, -1.0, 0.9], [-0.3, 0.1, 0.5], [-1.3, -0.1, -0.5], [-2.9, -1.3, 3.1], [1.0, 0.3, -0.1], [0.7, 0.0, -1.4], [0.8, 0.3, -0.4], [0.6, 1.2, -1.4], [-0.5, -0.2, -0.7], [0.0, -1.1, 1.2], [1.1, 0.2, 0.5], [-0.1, 1.1, -0.7], [-0.2, 0.1, -0.4], [-0.4, -0.2, 0.2], [0.2, 0.3, 0.0], [-0.1, -0.3, -0.1], [0.7, 0.3, -1.1], [-0.4, -2.4, 1.7], [-0.4, 1.5, -0.3], [0.5, 0.2, 0.1], [0.1, 0.1, 0.0], [-0.1, 0.0, 0.0], [0.0, -0.1, -0.3], [0.2, 0.2, -0.1], [-0.6, 1.0, 0.4], [0.8, -0.2, -0.2], [0.5, -0.5, 0.6], [0.1, -0.1, -0.4], [-0.2, -0.1, -0.6], [-0.7, -0.5, 0.1], [0.4, 0.2, 0.1], [-0.2, 0.2, -0.4], [0.4, 0.5, 0.2], [-1.5, -0.5, 0.3], [1.1, -0.3, 0.2], [-0.7, 1.0, -0.6], [0.2, 0.0, -0.2], [0.7, -0.3, -0.3], [0.1, 0.0, 0.1], [0.1, -0.1, 0.1], [1.3, 0.3, 0.4], [-0.2, -0.6, -0.9], [0.1, 1.2, -0.8], [-0.3, 0.6, 0.9], [-0.2, 0.0, 0.2], [-0.6, 0.0, 0.1], [0.4, -0.6, 0.2], [-0.3, -0.4, -0.3]],
  "mulliken_charge": [0.57, 0.81, 0.68, 0.87, -0.16, -0.37, -0.15, -0.46, -0.13, 0.32, -0.57, -0.12, -0.24, 0.03, 0.21, 0.47, -0.10, -0.42, 0.22, -0.18, 0.51, -0.06, -0.39, 0.49, -0.09, -0.62, -0.63, -0.19, 0.36, 0.39, 0.41, 0.38, -0.15, -0.23, -0.48, -0.11, -0.06, 0.47, 0.46, 0.17, -0.08, -0.03, -0.64, -0.15, -0.32, 0.46, 0.39, 0.50],
  "total_energy_ev": -734650.780,
  "homo_ha": -0.506,
  "charge": 2
}